Entry 1:
C4H6FNO2 | ωB97M-V/def2-TZVPD

Cartesian coordinates (Å):
O1 1.757 -0.877 -2.274
C1 1.133 -0.575 -1.252
N1 0.568 -1.396 -0.324
C2 0.211 -0.692 0.877
C3 0.136 0.753 0.339
C4 -1.279 1.121 -0.060
F1 -2.031 1.061 1.148
O2 0.942 0.724 -0.904
H1 0.801 -2.330 -0.348
H2 -0.738 -1.007 1.313
H3 0.963 -0.678 1.664
H4 0.588 1.462 1.052
H5 -1.340 2.088 -0.548
H6 -1.710 0.346 -0.684

## Properties
Total energy (hartree): -461.133817
E_HOMO (eV): -10.30
Frontier orbital gap (eV): 11.039
Molecular weight (g mol⁻¹): 119.095
Energy above the lowest of the compared OMol25 structures with the same formula, charge and spin (kJ/mol): 0.0
SMILES: O=C1NC[C@H](CF)O1
Total charge: 0



Entry 2:
C19H41BMgN6Si4Te | ωB97M-V/def2-TZVPD

Cartesian coordinates (Å):
H1 0.008 3.152 0.796
N1 0.187 1.776 -0.844
B1 0.780 0.822 -3.189
N2 0.598 1.973 -2.153
C1 0.764 3.284 -2.376
Mg1 -0.294 -0.271 -0.320
H2 1.050 3.625 -3.360
C2 0.529 3.972 -1.207
H3 0.575 5.032 -1.056
C3 0.200 2.989 -0.255
H4 1.268 1.219 -4.203
C4 -2.135 -2.848 1.526
H5 -2.492 -3.186 2.492
H6 -1.124 -3.210 1.344
H7 -2.823 -3.262 0.793
N3 -0.626 0.247 -3.420
N4 1.646 -0.326 -2.578
N5 -1.401 -0.274 -2.385
N6 1.433 -0.860 -1.312
C5 -1.273 0.172 -4.600
C6 2.662 -0.975 -3.163
H8 -0.816 0.515 -5.515
H9 2.922 -0.742 -4.187
C7 -2.521 -0.394 -4.370
C8 3.199 -1.873 -2.261
C9 -2.553 -0.656 -2.974
C10 2.424 -1.739 -1.091
H10 -3.289 -0.566 -5.084
H11 4.020 -2.537 -2.415
H12 -3.393 -1.098 -2.478
H13 2.585 -2.212 -0.135
H14 -2.101 -1.765 1.463
C11 1.148 3.535 4.559
Si1 -0.215 2.289 4.995
C12 -0.754 2.517 6.802
C13 -1.683 2.572 3.826
Si2 0.600 0.130 4.616
Te1 1.441 -0.120 2.276
Si3 2.473 -0.236 5.982
C14 2.152 -0.042 7.843
C15 3.080 -2.001 5.629
C16 3.826 0.989 5.463
Si4 -1.031 -1.411 5.297
C17 -1.280 -1.512 7.172
C18 -2.684 -0.885 4.525
C19 -0.452 -3.100 4.655
H15 0.725 4.551 4.624
H16 1.513 3.393 3.531
H17 2.021 3.488 5.224
H18 -1.136 3.546 6.911
H19 -1.565 1.837 7.106
H20 0.067 2.395 7.525
H21 -1.409 2.414 2.772
H22 -2.545 1.926 4.039
H23 -2.008 3.620 3.930
H24 1.411 -0.747 8.244
H25 3.102 -0.235 8.367
H26 1.829 0.971 8.126
H27 3.258 -2.164 4.556
H28 4.039 -2.143 6.153
H29 2.388 -2.785 5.970
H30 4.036 0.935 4.385
H31 3.589 2.036 5.699
H32 4.753 0.722 5.998
H33 -1.581 -0.556 7.626
H34 -2.098 -2.229 7.355
H35 -0.399 -1.875 7.719
H36 -2.619 -0.681 3.447
H37 -3.413 -1.699 4.663
H38 -3.098 0.015 5.005
H39 -0.221 -3.094 3.581
H40 0.445 -3.463 5.177
H41 -1.259 -3.833 4.818

## Properties
Total energy (hartree): -2728.300991
E_HOMO (eV): -6.76
Frontier orbital gap (eV): 6.438
Molecular weight (g mol⁻¹): 628.640
Energy above the lowest of the compared OMol25 structures with the same formula, charge and spin (kJ/mol): 0.0
Total charge: 0



Entry 3:
C4H5NS | ωB97M-V/def2-TZVPD

Cartesian coordinates (Å):
C1 -0.292 -1.080 0.927
N1 -0.992 -1.132 -0.086
C2 -0.677 -0.168 -1.109
C3 0.456 0.870 -0.486
S1 -0.150 1.843 0.915
C4 0.826 0.287 0.897
H1 -0.311 -1.796 1.762
H2 -1.617 0.435 -1.325
H3 -0.111 -0.745 -1.813
H4 1.140 1.261 -1.300
H5 1.728 0.225 1.620

## Properties
Total energy (hartree): -608.267098
E_HOMO (eV): -8.41
Frontier orbital gap (eV): 9.352
Molecular weight (g mol⁻¹): 99.158
Energy above the lowest of the compared OMol25 structures with the same formula, charge and spin (kJ/mol): 219.4
SMILES: C1=NC[C@H]2S[C@@H]12
Total charge: 0